Record 1
{"formula": "NO6S", "method": "ωB97M-V/def2-TZVPD", "homo_lumo_gap_ev": 10.17, "smiles": "O=[N+]([O-])OS(=O)(=O)[O-]", "total_charge": -1, "e_above_lowest_ev": 0.3734, "lumo_ev": 4.00, "max_force_ev_per_a": 4.39, "e_tot_ev": -24608.4597, "spin_multiplicity": 1, "elements": ["O", "N", "O", "O", "S", "O", "O", "O"], "positions_angstrom": [[-2.205, 0.360, 0.836], [-1.456, -0.067, 0.025], [-1.674, -1.103, -0.556], [-0.404, 0.632, -0.394], [1.261, 0.124, -0.052], [2.002, 1.338, 0.052], [1.550, -0.761, -1.148], [0.925, -0.523, 1.238]], "forces_ev_per_a": [[-0.2396, 1.9282, 1.6253], [-0.2681, -2.3163, -1.3436], [0.5140, -0.7715, -0.5663], [0.2261, 2.3411, -0.4661], [-1.1855, -3.0697, 2.9055], [-0.2444, 0.6428, -0.5290], [0.1202, 0.5481, 0.0895], [1.0773, 0.6973, -1.7154]]}


Record 2
{"formula": "C2H6N2", "method": "ωB97M-V/def2-TZVPD", "homo_lumo_gap_ev": 9.68, "smiles": "N/C=C/N", "total_charge": 0, "e_above_lowest_ev": 1.5183, "lumo_ev": 1.15, "max_force_ev_per_a": 1.52, "e_tot_ev": -5150.4015, "spin_multiplicity": 1, "elements": ["N", "C", "C", "N", "H", "H", "H", "H", "H", "H"], "positions_angstrom": [[-0.998, -1.342, -0.879], [-0.267, -0.694, 0.121], [0.274, 0.527, 0.072], [0.962, 1.122, 1.170], [-0.773, -1.184, -1.846], [-2.001, -1.433, -0.802], [-0.038, -1.316, 0.984], [0.255, 1.019, -0.908], [1.941, 1.208, 0.896], [0.644, 2.093, 1.192]], "forces_ev_per_a": [[-0.1356, -0.6880, -0.9941], [0.3710, 0.4645, 0.6398], [-0.4901, -1.0449, -0.9894], [0.3747, 0.4317, -0.4946], [0.2766, 0.4141, 0.0354], [0.1999, 0.0778, 0.5495], [-0.4751, 0.2573, 0.3259], [-0.2602, 0.3488, 0.3006], [0.0606, -0.0441, 0.3065], [0.0781, -0.2171, 0.3205]]}


Record 3
{"formula": "C5H8N2", "method": "ωB97M-V/def2-TZVPD", "homo_lumo_gap_ev": 8.62, "total_charge": 0, "e_above_lowest_ev": 6.2347, "lumo_ev": 0.24, "max_force_ev_per_a": 1.11, "e_tot_ev": -8288.7617, "spin_multiplicity": 1, "elements": ["C", "C", "C", "C", "N", "N", "C", "H", "H", "H", "H", "H", "H", "H", "H"], "positions_angstrom": [[0.718, -1.513, 0.013], [0.564, 0.588, -0.990], [-0.841, 1.038, -0.883], [-1.885, 0.049, -0.614], [-2.748, -0.694, -0.415], [0.218, 1.275, 0.097], [0.286, 0.808, 1.394], [0.509, -2.260, 0.792], [0.156, -1.836, -0.863], [1.786, -1.554, -0.204], [1.360, 0.674, -1.716], [-1.234, 1.942, -1.348], [0.381, -0.548, 0.855], [-0.541, 1.104, 2.037], [1.271, 0.929, 1.844]], "forces_ev_per_a": [[0.0672, -0.2473, -0.0895], [0.0684, 0.2314, -0.0343], [-0.2792, 0.0874, -0.0497], [-0.6636, -0.6824, 0.2193], [0.8169, 0.7260, -0.1876], [0.0980, -0.2632, -0.0265], [-0.0022, 0.1511, 0.1600], [-0.0092, 0.1659, -0.0436], [0.0559, 0.0672, 0.0900], [-0.1204, 0.0408, 0.0273], [-0.0470, -0.0586, 0.0939], [0.0660, -0.1311, 0.0564], [-0.0197, -0.0462, -0.0490], [0.0606, -0.0168, -0.1018], [-0.0916, -0.0241, -0.0650]]}


Record 4
{"formula": "C5H8O", "method": "ωB97M-V/def2-TZVPD", "homo_lumo_gap_ev": 10.97, "smiles": "O[C@H]1C[C@H]2C[C@H]21", "total_charge": 0, "e_above_lowest_ev": 1.8918, "lumo_ev": 1.07, "max_force_ev_per_a": 0.35, "e_tot_ev": -7360.3635, "spin_multiplicity": 1, "elements": ["O", "C", "C", "C", "C", "C", "H", "H", "H", "H", "H", "H", "H", "H"], "positions_angstrom": [[0.162, -0.940, 1.884], [-0.439, 0.026, 1.060], [0.471, 1.116, 0.412], [0.041, 0.629, -0.968], [0.287, -0.837, -1.137], [-0.899, -0.385, -0.343], [0.869, -1.364, 1.381], [-1.245, 0.450, 1.663], [1.538, 1.073, 0.658], [0.094, 2.120, 0.629], [-0.163, 1.262, -1.825], [1.136, -1.316, -0.647], [0.069, -1.259, -2.114], [-1.920, -0.574, -0.651]], "forces_ev_per_a": [[0.1485, -0.1616, -0.0867], [-0.2286, 0.2551, -0.0606], [0.1316, 0.0820, 0.0577], [0.0375, 0.2449, -0.1827], [0.1334, -0.1044, -0.0636], [-0.2448, -0.1070, 0.0646], [-0.1356, 0.0154, 0.1440], [0.1103, 0.0204, -0.1475], [-0.1228, -0.0357, -0.0457], [0.1152, -0.1299, -0.0035], [0.0376, -0.0752, 0.1605], [-0.1116, 0.0929, -0.0769], [0.0077, 0.1343, 0.1324], [0.1217, -0.2311, 0.1080]]}


Record 5
{"formula": "C17H31BaF3O2P2", "method": "ωB97M-V/def2-TZVPD", "homo_lumo_gap_ev": [4.69, 4.69], "total_charge": 0, "e_above_lowest_ev": 12.4908, "lumo_ev": [-0.33, -0.33], "max_force_ev_per_a": 13.00, "e_tot_ev": -49637.0679, "spin_multiplicity": 1, "elements": ["P", "P", "C", "C", "H", "H", "H", "H", "C", "H", "H", "H", "C", "H", "H", "H", "C", "H", "H", "H", "C", "H", "H", "H", "Ba", "C", "C", "C", "C", "C", "C", "C", "C", "C", "H", "H", "H", "H", "H", "H", "H", "H", "H", "H", "H", "H", "H", "H", "H", "F", "C", "F", "F", "C", "O", "O"], "positions_angstrom": [[0.195, -1.482, -1.707], [-0.093, 1.600, -1.605], [-0.173, -0.603, -3.306], [0.365, 0.836, -3.240], [-1.265, -0.592, -3.410], [0.235, -1.147, -4.166], [1.460, 0.830, -3.285], [0.003, 1.441, -4.080], [-1.740, 2.349, -1.938], [-2.010, 2.987, -1.092], [-2.488, 1.556, -2.014], [-1.741, 2.944, -2.859], [0.988, 3.082, -1.518], [0.946, 3.676, -2.438], [2.017, 2.762, -1.334], [0.668, 3.698, -0.673], [-0.880, -2.967, -1.789], [-0.647, -3.688, -0.998], [-0.758, -3.442, -2.766], [-1.922, -2.649, -1.695], [1.863, -2.202, -1.998], [2.611, -1.405, -1.962], [1.923, -2.719, -2.962], [2.084, -2.906, -1.192], [0.000, 0.000, 0.000], [0.576, 1.765, -7.279], [-0.739, 1.806, -7.032], [-1.862, 0.985, -7.609], [-1.486, -0.336, -8.316], [-0.764, -1.306, -7.411], [0.540, -1.366, -7.116], [1.685, -0.509, -7.591], [1.334, 0.858, -8.218], [0.040, -1.490, 1.504], [1.198, 2.455, -6.709], [-1.071, 2.544, -6.301], [-2.440, 1.609, -8.309], [-2.557, 0.753, -6.789], [-2.417, -0.805, -8.654], [-0.909, -0.126, -9.218], [-1.407, -2.033, -6.915], [0.844, -2.152, -6.424], [2.289, -1.084, -8.309], [2.346, -0.335, -6.730], [2.278, 1.348, -8.486], [0.795, 0.712, -9.156], [0.703, -1.185, 2.320], [0.357, -2.482, 1.158], [-0.975, -1.586, 1.914], [-2.295, 2.983, 4.490], [-1.021, 2.485, 4.298], [-0.146, 3.536, 4.089], [-0.628, 1.791, 5.428], [-1.014, 1.558, 3.126], [-1.763, 0.481, 3.150], [-0.231, 1.790, 2.094]], "forces_ev_per_a": [[1.0259, -7.5474, -8.5615], [-0.9251, 11.1775, -6.5739], [-0.1047, -0.5376, -0.4250], [0.1299, -0.4779, 0.6295], [0.0638, 0.0144, -0.0810], [-0.1722, 0.1367, -0.0613], [-0.0721, 0.0073, -0.0270], [0.0438, 0.0388, 0.2474], [-0.0607, 0.1268, -0.5591], [0.1499, -0.1358, -0.0722], [-0.0714, 0.0982, -0.0803], [-0.1973, -0.0359, -0.0329], [0.0093, 0.4896, -0.8792], [0.2647, 0.1888, 0.0073], [-0.0301, 0.0763, -0.0535], [-0.0308, -0.2086, -0.0826], [-0.0326, -0.1941, -0.6862], [0.0053, 0.2801, -0.0923], [-0.1502, -0.2117, 0.0345], [0.0465, -0.1030, 0.0779], [0.0131, -0.0174, -0.1557], [0.0647, -0.0919, -0.0744], [0.0655, 0.0798, 0.1058], [-0.0329, 0.0811, -0.0971], [0.1238, -0.7894, 11.9541], [-0.3500, -0.0270, 0.1387], [0.3766, -0.0283, -0.0198], [-0.0262, -0.1343, -0.1153], [-0.0132, 0.1586, 0.0081], [0.3577, 0.0036, 0.1459], [-0.3951, 0.0283, -0.0605], [0.0204, 0.1363, -0.1092], [0.0211, -0.1542, -0.0034], [-0.3608, -2.4920, 5.8066], [-0.0853, -0.0449, -0.0661], [0.0510, -0.0450, -0.0967], [0.1073, -0.0985, 0.1341], [0.0865, 0.0313, -0.1020], [0.1449, 0.0645, 0.0458], [-0.1231, -0.0678, 0.1266], [0.0936, 0.0592, -0.0548], [-0.0504, 0.0492, -0.0985], [-0.1085, 0.0902, 0.1336], [-0.0730, -0.0169, -0.0976], [-0.1481, -0.0676, 0.0337], [0.1178, 0.0572, 0.1378], [-0.0487, -0.2404, 0.4730], [0.2052, 0.2057, -0.7747], [0.0578, -0.0334, 0.2811], [1.8254, -0.3201, 0.1494], [0.1602, 0.7824, 0.9516], [-1.4032, -1.1874, 0.8707], [-0.5648, 1.3881, -1.1998], [-0.4541, -5.1199, -4.6957], [2.0067, 4.0665, 0.7436], [-1.5536, 0.5119, 2.8522]]}


Record 6
{"formula": "CH4FNP2", "method": "ωB97M-V/def2-TZVPD", "homo_lumo_gap_ev": 7.72, "smiles": "[H]/P=N/P(C)F", "total_charge": 0, "e_above_lowest_ev": 0.8539, "lumo_ev": -1.31, "max_force_ev_per_a": 3.52, "e_tot_ev": -23886.1484, "spin_multiplicity": 1, "elements": ["H", "P", "N", "P", "C", "F", "H", "H", "H"], "positions_angstrom": [[0.398, -0.185, 2.990], [-0.771, 0.310, 2.281], [-0.333, -0.726, 1.102], [-0.829, -0.790, -0.501], [0.082, 0.659, -1.194], [0.452, -1.946, -0.906], [0.071, 0.779, -2.256], [1.101, 0.417, -0.856], [-0.170, 1.482, -0.660]], "forces_ev_per_a": [[-0.8578, 0.5757, 0.7476], [1.9302, -2.1139, -1.4614], [-1.0201, 2.2838, 0.6352], [1.9179, -2.2539, -0.7371], [1.6588, -3.0893, 0.2906], [-2.0939, 1.6455, 0.1477], [-0.3275, -0.0261, -0.5571], [-0.0418, 0.1581, -0.3989], [-1.1658, 2.8202, 1.3334]]}